Arrangement w

This record from OMol25 describes H30N4O19S3Zn as an isolated structure. The level of theory is wB97M-V/def2-TZVPD.

```
! wB97M-V def2-TZVPD RIJCOSX def2/J DEFGRID3
* xyz 0 1
Zn 2.050 0.546 -2.972
N 2.936 -2.649 3.043
H 3.718 -2.335 2.486
H 2.100 -2.263 2.629
H 2.850 -2.163 3.924
H 3.005 -3.656 3.075
N -0.837 0.295 5.220
H -0.189 -0.352 5.644
H -1.766 0.037 5.519
H -0.648 0.134 4.241
H -0.670 1.253 5.494
N 1.877 3.253 2.631
H 2.280 3.589 1.769
H 1.034 2.786 2.328
H 1.713 4.131 3.102
H 2.613 2.743 3.098
N -0.831 -4.901 0.147
H -0.702 -4.122 0.777
H -0.128 -5.542 0.489
H -0.563 -4.520 -0.748
H -1.676 -5.430 0.311
S 0.799 -3.590 -4.684
O 1.743 -4.211 -5.641
O 1.394 -2.367 -4.106
O -0.461 -3.312 -5.348
O 0.634 -4.560 -3.567
S 3.568 4.641 -1.649
O 5.006 4.600 -1.535
O 3.197 5.757 -2.493
O 3.017 3.413 -2.184
O 3.117 4.924 -0.289
S -0.773 -0.189 0.430
O -0.262 -1.076 1.438
O -1.178 1.024 1.063
O 0.325 0.196 -0.499
O -1.839 -0.817 -0.336
O -3.244 3.241 3.960
H -2.969 2.881 3.117
H -2.435 3.561 4.359
O -3.853 -2.884 -3.452
H -3.746 -2.192 -2.799
H -3.033 -2.877 -3.946
O 4.507 -0.458 -1.530
H 4.737 -0.505 -0.602
H 4.884 -1.251 -1.911
O -1.609 4.742 0.180
H -1.584 3.789 0.261
H -2.508 4.938 -0.082
O -5.262 -1.997 0.909
H -4.922 -2.108 1.797
H -4.494 -1.766 0.385
O 0.122 1.457 -4.826
H 0.093 1.893 -5.678
H -0.758 1.572 -4.467
O -3.250 1.181 -2.998
H -4.106 0.843 -3.264
H -3.022 0.672 -2.220
*
```

Properties
HOMO, hartree: -0.204
HOMO-LUMO gap, eV: 1.66

Arrangement x

This record from OMol25 describes H30N4O19S3Zn as an isolated structure. The level of theory is wB97M-V/def2-TZVPD.

```
! wB97M-V def2-TZVPD RIJCOSX def2/J DEFGRID3
* xyz 0 1
Zn 0.575 1.937 -1.675
N -3.469 -0.885 -1.269
H -3.187 -0.351 -2.093
H -2.651 -0.865 -0.581
H -3.500 -1.885 -1.449
H -4.336 -0.466 -0.942
N -1.226 -3.807 0.664
H -2.200 -3.918 0.385
H -1.154 -4.059 1.651
H -1.047 -2.798 0.481
H -0.603 -4.410 0.133
N 0.919 -2.742 -2.082
H 1.323 -1.933 -2.721
H 0.992 -2.362 -1.131
H 1.594 -3.477 -2.280
H 0.015 -2.985 -2.467
N -2.499 1.787 2.564
H -2.109 0.861 2.369
H -3.476 1.683 2.288
H -2.007 2.425 1.890
H -2.564 2.001 3.556
S -1.073 4.374 0.157
O -1.655 5.405 -0.709
O -0.467 3.321 -0.728
O -0.090 4.969 1.057
O -2.185 3.776 0.964
S 2.248 0.081 -3.969
O 1.515 0.145 -5.230
O 3.632 0.480 -4.155
O 1.620 0.949 -2.949
O 2.228 -1.352 -3.551
S -0.096 -0.458 0.588
O -1.505 -0.926 0.514
O 0.782 -1.621 0.483
O 0.168 0.399 -0.588
O 0.131 0.304 1.803
O 1.530 -4.218 1.394
H 1.503 -3.251 1.264
H 1.370 -4.586 0.521
O 0.465 3.731 3.443
H 0.792 2.851 3.290
H 0.293 4.088 2.539
O -1.127 1.505 -2.910
H -1.648 0.712 -3.038
H -1.765 2.235 -2.936
O 3.248 -2.003 -0.454
H 2.425 -1.643 -0.084
H 3.875 -1.988 0.277
O -0.033 -0.821 4.277
H -0.637 -1.525 4.030
H 0.092 -0.298 3.458
O 2.200 2.762 -0.839
H 2.910 3.362 -1.085
H 2.528 2.295 -0.044
O 2.675 1.132 1.660
H 2.857 1.385 2.571
H 1.804 0.679 1.688
*
```

Properties
HOMO, hartree: -0.258
HOMO-LUMO gap, eV: 3.60

Short version: arrangement w is the least stable of them.

Arrangement w

This record from OMol25 describes a 2-piece molecular cluster, C2HO2S2 overall. The level of theory is wB97M-V/def2-TZVPD.

```
! wB97M-V def2-TZVPD RIJCOSX def2/J DEFGRID3
* xyz -1 1
C -0.393 -1.864 -0.253
C 0.651 0.615 -0.291
O -1.313 -1.335 -0.577
O 0.478 -2.535 0.051
S 0.411 1.482 -1.672
S 0.318 1.123 1.291
H -0.151 2.514 1.451
*
```

Properties
HOMO, hartree: -0.087
HOMO-LUMO gap, eV: 5.93

Arrangement x

This record from OMol25 describes an isolated ion of composition C2HO2S2 and charge -1. The level of theory is wB97M-V/def2-TZVPD.

```
! wB97M-V def2-TZVPD RIJCOSX def2/J DEFGRID3
* xyz -1 1
O 1.168 0.426 -1.342
C 0.938 0.575 -0.123
O 1.584 1.104 0.771
C -0.314 -0.250 0.349
S -1.944 0.226 -0.531
S -0.989 -1.613 -0.601
H -0.444 -0.468 1.476
*
```

Properties
HOMO, hartree: -0.157
HOMO-LUMO gap, eV: 7.54
SMILES: O=C([O-])C1SS1

Short version: arrangement w is the least stable of them.

Arrangement w

This record from OMol25 describes H14O7Xe as an isolated structure. The level of theory is wB97M-V/def2-TZVPD.

```
! wB97M-V def2-TZVPD RIJCOSX def2/J DEFGRID3
* xyz 0 1
Xe 0.247 0.320 -0.098
O 0.707 -0.772 3.706
H 1.649 -0.635 3.808
H 0.347 0.109 3.601
O 2.916 2.859 -0.447
H 2.544 3.641 -0.855
H 3.337 2.389 -1.167
O -1.956 -1.649 -2.722
H -1.629 -2.539 -2.858
H -2.359 -1.671 -1.855
O -0.534 0.210 -4.306
H -0.794 -0.576 -3.827
H 0.312 0.453 -3.929
O -3.205 -1.595 -0.220
H -3.135 -1.428 0.720
H -4.006 -1.144 -0.485
O 1.357 -2.625 1.462
H 1.092 -1.977 2.115
H 0.598 -3.202 1.374
O 0.769 3.660 1.954
H 1.232 3.080 1.348
H 0.511 3.091 2.679
*
```

Properties
HOMO, hartree: -0.392
HOMO-LUMO gap, eV: 10.70

Arrangement x

This record from OMol25 describes H14O7Xe as an isolated structure. The level of theory is wB97M-V/def2-TZVPD.

```
! wB97M-V def2-TZVPD RIJCOSX def2/J DEFGRID3
* xyz 0 1
Xe 8.857 -15.465 6.422
O 12.914 -15.431 5.059
H 12.406 -16.183 5.363
H 13.384 -15.753 4.291
O 6.772 -12.679 5.623
H 7.653 -12.651 5.249
H 6.776 -13.452 6.187
O 5.512 -14.566 7.410
H 4.827 -14.790 6.781
H 5.371 -15.166 8.143
O 11.691 -14.098 8.940
H 12.074 -14.316 8.090
H 10.941 -13.542 8.729
O 9.545 -14.878 2.542
H 10.189 -14.556 3.172
H 10.068 -15.246 1.830
O 9.081 -12.192 4.144
H 8.794 -12.610 3.332
H 10.034 -12.284 4.136
O 7.495 -16.909 2.839
H 8.034 -16.124 2.941
H 8.075 -17.631 3.080
*
```

Properties
HOMO, hartree: -0.382
HOMO-LUMO gap, eV: 10.14

Short version: arrangement x is the least stable of them.